Entry 1:
This record from OMol25 describes a cluster of 11 separate species, C34H81BN10O10 in total in a non-equilibrium geometry. The level of theory is wB97M-V/def2-TZVPD.

- E_tot: -72621.06389 eV
- E_HOMO: -8.73 eV
- Structure (SMILES): B[C@H](C)CC.CN(C)C=O.CN(C)C=O.CN(C)C=O.CN(C)C=O.CN(C)C=O.CN(C)C=O.CN(C)C=O.CN(C)C=O.CN(C)C=O.CN(C)C=O
- Total charge: 0
- Spin multiplicity: 1

```
136
Properties=species:S:1:pos:R:3:lowdin_charge:R:1
B 1.49 -0.32 -0.09 0.0190
C -0.04 0.28 0.04 -0.3705
C -0.91 -0.45 -1.19 -0.1214
C -0.17 1.90 -0.22 -0.2562
C 1.02 2.81 0.45 -0.1356
H 2.22 -0.03 -0.98 0.0262
H 1.84 -1.13 0.73 0.0064
H -0.54 -0.03 1.07 0.1285
H -1.07 -1.60 -1.01 0.0677
H -1.97 0.08 -1.22 0.0964
H -0.34 -0.31 -2.23 0.0973
H -1.18 2.25 0.30 0.1062
H -0.28 2.12 -1.39 0.1048
H 1.57 2.32 1.36 0.0844
H 0.49 3.78 0.88 0.0783
H 1.73 3.18 -0.41 0.0769
C -1.52 4.39 -5.53 -0.0493
N -1.21 4.41 -4.12 -0.1855
C 0.00 5.08 -3.68 -0.0440
C -2.02 3.81 -3.18 -0.3556
O -1.82 3.79 -1.97 -0.0164
H -0.71 3.89 -6.07 0.0809
H -1.62 5.42 -5.89 0.0966
H -2.45 3.85 -5.72 0.0881
H 0.64 4.36 -3.16 0.0838
H -0.27 5.88 -2.99 0.0949
H 0.54 5.50 -4.54 0.0730
H -2.91 3.33 -3.62 0.1247
C 0.79 -4.65 2.16 -0.0675
N 1.63 -4.19 3.26 -0.1930
C 1.93 -2.78 3.37 -0.0420
C 2.14 -5.06 4.19 -0.3431
O 2.85 -4.74 5.14 -0.0083
H 1.28 -4.38 1.22 0.0577
H -0.18 -4.15 2.23 0.0856
H 0.65 -5.73 2.20 0.0914
H 3.01 -2.64 3.32 0.0866
H 1.56 -2.41 4.33 0.0959
H 1.45 -2.22 2.56 0.0594
H 1.86 -6.11 4.01 0.1338
C 6.27 -5.93 0.51 -0.0539
N 4.89 -5.64 0.83 -0.1911
C 4.52 -5.42 2.21 -0.0380
C 3.91 -5.57 -0.14 -0.2957
O 2.72 -5.32 0.07 -0.0132
H 6.57 -6.85 1.03 0.0936
H 6.89 -5.10 0.84 0.0917
H 6.40 -6.08 -0.57 0.0594
H 3.77 -6.16 2.51 0.0880
H 4.09 -4.42 2.32 0.0821
H 5.40 -5.51 2.86 0.0998
H 4.29 -5.75 -1.16 0.1255
C -6.64 6.55 -2.15 -0.0648
N -5.70 6.06 -3.14 -0.2025
C -4.43 5.52 -2.70 -0.0509
C -5.98 6.10 -4.49 -0.3261
O -5.24 5.71 -5.38 -0.0014
H -6.16 7.36 -1.58 0.0907
H -6.89 5.73 -1.47 0.0883
H -7.55 6.93 -2.62 0.0835
H -3.62 6.10 -3.15 0.0985
H -4.35 4.48 -3.04 0.0707
H -4.35 5.56 -1.61 0.0990
H -6.97 6.53 -4.72 0.1282
C -3.49 -3.44 -2.69 -0.0638
N -3.98 -3.94 -1.42 -0.2079
C -3.07 -4.69 -0.57 -0.0537
C -5.27 -3.73 -1.00 -0.3287
O -5.75 -4.13 0.06 0.0056
H -3.15 -4.28 -3.30 0.0890
H -2.65 -2.76 -2.50 0.0686
H -4.27 -2.90 -3.22 0.0859
H -3.48 -5.69 -0.40 0.0932
H -2.98 -4.17 0.39 0.0898
H -2.08 -4.77 -1.03 0.0868
H -5.87 -3.16 -1.72 0.1279
C -1.53 2.68 3.58 -0.0610
N -2.68 3.50 3.90 -0.1980
C -3.32 3.33 5.19 -0.0412
C -3.18 4.44 3.02 -0.3174
O -4.15 5.16 3.23 -0.0084
H -1.82 1.63 3.61 0.0914
H -0.74 2.87 4.32 0.0911
H -1.14 2.92 2.58 0.0550
H -4.36 3.04 5.03 0.0665
H -3.29 4.28 5.73 0.0935
H -2.81 2.55 5.77 0.0906
H -2.62 4.49 2.08 0.1295
C 4.23 -3.84 7.59 -0.0779
N 5.10 -2.92 8.28 -0.2095
C 5.10 -2.90 9.73 -0.0562
C 5.94 -2.05 7.60 -0.3310
O 6.70 -1.25 8.12 -0.0052
H 3.20 -3.62 7.87 0.0913
H 4.49 -4.86 7.89 0.0921
H 4.34 -3.75 6.51 0.0572
H 4.82 -1.89 10.07 0.0909
H 6.10 -3.12 10.09 0.0908
H 4.39 -3.63 10.12 0.0858
H 5.87 -2.15 6.51 0.1278
C 4.75 -6.90 -5.74 -0.0652
N 5.58 -6.45 -4.64 -0.2085
C 5.88 -5.03 -4.53 -0.0475
C 6.10 -7.32 -3.71 -0.3190
O 6.81 -7.00 -2.76 -0.0056
H 5.23 -6.63 -6.68 0.0897
H 3.78 -6.41 -5.67 0.0900
H 4.61 -7.98 -5.70 0.0856
H 6.97 -4.89 -4.58 0.0949
H 5.52 -4.67 -3.57 0.0859
H 5.41 -4.47 -5.34 0.0893
H 5.81 -8.36 -3.89 0.1320
C 5.21 4.43 -6.78 -0.0656
N 3.83 4.72 -6.46 -0.2072
C 3.47 4.94 -5.07 -0.0530
C 2.85 4.80 -7.43 -0.3190
O 1.67 5.04 -7.22 -0.0007
H 5.51 3.52 -6.26 0.0893
H 5.83 5.26 -6.45 0.0899
H 5.34 4.29 -7.86 0.0850
H 2.71 4.20 -4.78 0.0829
H 3.04 5.94 -4.97 0.0931
H 4.34 4.85 -4.43 0.0910
H 3.23 4.61 -8.44 0.1302
C -9.47 3.15 3.28 -0.0695
N -8.08 3.05 3.68 -0.2071
C -7.13 4.02 3.19 -0.0539
C -7.64 2.05 4.53 -0.3188
O -6.48 1.91 4.91 -0.0012
H -9.52 3.08 2.19 0.0874
H -9.86 4.12 3.60 0.0881
H -10.07 2.36 3.72 0.0831
H -6.35 3.50 2.63 0.0891
H -6.68 4.54 4.04 0.0901
H -7.63 4.75 2.53 0.0886
H -8.44 1.37 4.84 0.1284
```



Entry 2:
This record from OMol25 describes a cluster of 2 separate species, HINO in total in a non-equilibrium geometry. The level of theory is wB97M-V/def2-TZVPD.

- E_tot: -11650.05510 eV
- ΔE to the lowest compared entry with this formula, charge and spin: 94.6 kcal/mol
- E_HOMO (alpha / beta): -2.80 / -2.94 eV
- Total charge: -1
- Spin multiplicity: 1

```
4
Properties=species:S:1:pos:R:3:nbo_charge:R:1
N -0.14 0.06 0.94 -0.7169
O 1.39 -0.88 -0.69 -0.8356
I -1.15 -1.45 1.59 0.1462
H 0.65 -1.63 -0.51 0.4063
```



Entry 3:
This record from OMol25 describes a cluster of 10 separate species, C42H86BClN2O31 in total. The level of theory is wB97M-V/def2-TZVPD.

- E_tot: -124605.12926 eV
- E_HOMO: -9.93 eV
- Structure (SMILES): CCNC(Cl)(NCC)OC(=O)B(O)O.CCOC(=O)OC.CCOC(=O)OC.CCOC(=O)OC.CCOC(=O)OC.CCOC(=O)OC.CCOC(=O)OC.CCOC(=O)OC.CCOC(=O)OC.CCOC(=O)OC
- Total charge: 0
- Spin multiplicity: 1

```
163
Properties=species:S:1:pos:R:3:lowdin_charge:R:1
C 0.68 0.61 2.66 -0.0772
C -0.54 -0.09 2.04 -0.2328
N -0.88 0.48 0.72 -0.0198
C -2.25 0.70 0.42 -0.8343
Cl -2.40 0.57 -1.40 0.7113
N -2.79 1.97 0.84 -0.0074
C -1.90 2.88 1.58 -0.2377
C -2.70 4.11 1.98 -0.0678
O -3.10 -0.32 0.94 -0.0576
C -4.08 0.11 1.84 -0.3091
O -3.89 0.05 3.02 0.1369
B -5.49 0.58 1.21 -0.6016
O -6.31 1.29 2.02 0.2082
O -5.83 0.35 -0.08 0.2028
H 0.40 1.24 3.51 0.0655
H 1.43 -0.10 2.99 0.0673
H 1.14 1.27 1.92 0.0708
H -0.32 -1.15 1.92 0.1127
H -1.39 0.03 2.71 0.0873
H -0.49 -0.10 -0.01 0.0905
H -3.15 2.45 0.02 0.1006
H -1.59 2.35 2.48 0.1052
H -1.01 3.14 1.01 0.1179
H -3.36 3.89 2.82 0.0762
H -3.32 4.44 1.14 0.0760
H -2.03 4.93 2.25 0.0668
H -6.08 1.18 2.95 0.1105
H -5.38 -0.40 -0.47 0.1041
C 3.44 8.02 0.17 -0.0589
C 2.41 6.92 0.14 -0.2091
O 2.00 6.52 1.46 0.0331
C 1.15 7.34 2.07 -0.6162
O 0.67 8.35 1.61 0.1216
O 0.89 6.85 3.28 0.0015
C 0.03 7.66 4.09 -0.0374
H 4.29 7.74 0.78 0.0829
H 3.79 8.23 -0.84 0.0768
H 3.01 8.94 0.58 0.0761
H 2.82 6.01 -0.29 0.1201
H 1.53 7.21 -0.44 0.1227
H -0.89 7.89 3.56 0.0876
H 0.54 8.58 4.37 0.1022
H -0.18 7.07 4.98 0.0926
C 0.40 -7.04 4.53 -0.0604
C -0.27 -6.33 5.67 -0.2038
O -0.42 -4.91 5.41 0.0375
C -1.42 -4.59 4.60 -0.6080
O -2.21 -5.35 4.10 0.1132
O -1.41 -3.27 4.43 0.0124
C -2.42 -2.77 3.54 -0.0321
H 1.36 -6.58 4.29 0.0773
H 0.59 -8.08 4.80 0.0822
H -0.22 -7.02 3.63 0.0765
H 0.34 -6.37 6.57 0.1190
H -1.25 -6.75 5.89 0.1202
H -3.41 -3.12 3.85 0.0995
H -2.22 -3.10 2.52 0.0975
H -2.38 -1.69 3.60 0.0600
C -1.48 -5.85 -5.26 -0.0635
C -1.01 -6.33 -3.90 -0.2065
O -0.75 -5.24 -3.00 0.0373
C -1.83 -4.69 -2.46 -0.6113
O -2.98 -5.02 -2.64 0.1235
O -1.44 -3.69 -1.67 0.0078
C -2.50 -2.96 -1.06 -0.0526
H -0.77 -5.13 -5.68 0.0786
H -1.57 -6.69 -5.94 0.0793
H -2.45 -5.36 -5.18 0.0763
H -0.05 -6.84 -3.98 0.1226
H -1.73 -7.02 -3.45 0.1236
H -3.17 -3.63 -0.52 0.1005
H -3.06 -2.40 -1.81 0.0839
H -2.03 -2.27 -0.36 0.0611
C 5.62 -10.77 3.21 -0.0648
C 5.37 -10.99 4.68 -0.2074
O 5.71 -9.82 5.46 0.0379
C 4.82 -8.84 5.43 -0.6133
O 3.76 -8.84 4.86 0.1138
O 5.30 -7.83 6.16 0.0065
C 4.45 -6.67 6.20 -0.0350
H 6.65 -10.47 3.04 0.0820
H 5.43 -11.70 2.66 0.0805
H 4.96 -10.00 2.81 0.0752
H 6.01 -11.77 5.08 0.1223
H 4.33 -11.25 4.88 0.1223
H 3.44 -6.94 6.52 0.0889
H 4.40 -6.21 5.22 0.0982
H 4.90 -6.00 6.92 0.0939
C 4.90 10.91 -6.28 -0.0634
C 3.54 10.26 -6.25 -0.2022
O 3.62 8.83 -6.45 0.0243
C 4.00 8.13 -5.39 -0.6098
O 4.25 8.56 -4.30 0.1203
O 4.06 6.84 -5.74 -0.0121
C 4.53 5.97 -4.71 -0.0286
H 5.42 10.67 -7.21 0.0817
H 4.79 11.99 -6.22 0.0815
H 5.51 10.58 -5.44 0.0757
H 2.92 10.60 -7.08 0.1233
H 3.02 10.45 -5.32 0.1235
H 3.94 6.10 -3.80 0.0902
H 5.58 6.16 -4.49 0.1001
H 4.40 4.96 -5.10 0.0936
C 3.67 6.23 -8.93 -0.0575
C 4.63 6.06 -10.08 -0.2003
O 4.74 4.68 -10.50 0.0370
C 3.73 4.24 -11.25 -0.6144
O 2.77 4.87 -11.61 0.1211
O 3.96 2.96 -11.54 0.0010
C 2.92 2.32 -12.29 -0.0407
H 3.94 5.58 -8.10 0.0746
H 3.69 7.26 -8.57 0.0698
H 2.65 6.00 -9.24 0.0806
H 5.65 6.32 -9.78 0.1228
H 4.35 6.68 -10.93 0.1232
H 2.68 2.89 -13.18 0.0944
H 2.03 2.21 -11.68 0.0968
H 3.31 1.34 -12.56 0.0914
C -5.11 -6.35 5.49 -0.0676
C -6.48 -7.00 5.45 -0.2046
O -6.40 -8.42 5.25 0.0387
C -6.07 -9.13 6.33 -0.6147
O -5.89 -8.70 7.44 0.1184
O -6.00 -10.42 5.98 0.0029
C -5.63 -11.30 7.04 -0.0405
H -4.54 -6.59 4.60 0.0744
H -5.22 -5.27 5.55 0.0804
H -4.55 -6.69 6.36 0.0759
H -7.05 -6.64 4.59 0.1220
H -7.05 -6.80 6.35 0.1220
H -6.29 -11.17 7.90 0.0946
H -4.60 -11.12 7.34 0.0970
H -5.73 -12.30 6.63 0.0922
C 2.71 -1.61 -9.30 -0.0634
C 1.65 -1.88 -8.26 -0.2075
O 0.47 -2.49 -8.83 0.0361
C 0.58 -3.80 -9.08 -0.6157
O 1.54 -4.49 -8.86 0.1191
O -0.57 -4.21 -9.62 0.0040
C -0.58 -5.59 -9.99 -0.0383
H 2.30 -1.02 -10.13 0.0768
H 3.54 -1.06 -8.86 0.0815
H 3.10 -2.55 -9.71 0.0757
H 1.28 -0.95 -7.84 0.1224
H 2.03 -2.50 -7.45 0.1230
H -0.28 -6.22 -9.16 0.0920
H 0.09 -5.76 -10.83 0.0982
H -1.60 -5.82 -10.29 0.0933
C -2.56 6.34 10.43 -0.0646
C -1.79 7.59 10.07 -0.2069
O -1.64 7.73 8.64 0.0343
C -2.72 8.18 8.01 -0.6137
O -3.77 8.51 8.51 0.1249
O -2.44 8.23 6.70 -0.0077
C -3.53 8.66 5.88 -0.0317
H -2.09 5.46 9.99 0.0819
H -2.57 6.21 11.52 0.0809
H -3.59 6.40 10.08 0.0757
H -0.76 7.53 10.44 0.1222
H -2.26 8.48 10.47 0.1230
H -3.93 9.61 6.23 0.0969
H -4.32 7.91 5.88 0.0998
H -3.12 8.77 4.88 0.0850
```



Entry 4:
This record from OMol25 describes the ion C6H10NO with charge +1 in a non-equilibrium geometry. The level of theory is wB97M-V/def2-TZVPD.

- E_tot: -9907.70111 eV
- ΔE to the lowest compared entry with this formula, charge and spin: 55.5 kcal/mol
- E_HOMO (alpha / beta): -10.82 / -14.45 eV
- Total charge: +1
- Spin multiplicity: 3

```
18
Properties=species:S:1:pos:R:3:nbo_charge:R:1
C -2.59 -0.58 -0.87 -0.1473
C -1.09 -0.48 0.13 0.1422
C -2.44 0.17 0.42 0.4418
C -1.54 -1.67 -0.60 -0.5277
C 0.35 1.39 -0.78 -0.4682
C 0.80 0.23 1.41 -0.4213
N 0.26 0.13 0.01 -0.3752
O -2.82 1.11 1.07 -0.3805
H -2.96 -0.29 -1.86 0.2513
H -1.74 -2.44 0.11 0.2923
H -0.98 -2.03 -1.42 0.2486
H -0.32 2.27 -0.34 0.2640
H 1.43 1.66 -0.79 0.2466
H -0.01 1.42 -1.86 0.2622
H 0.00 0.43 2.09 0.2502
H 1.20 -0.73 1.70 0.2411
H 1.59 0.95 1.58 0.2449
H 0.77 -0.52 -0.53 0.4350
```



Entry 5:
This record from OMol25 describes the molecule C21H22ClFN6O2 in a non-equilibrium geometry. The level of theory is wB97M-V/def2-TZVPD.

- E_tot: -50410.05964 eV
- E_HOMO: -9.16 eV
- Structure (SMILES): O=C(C1CCC1)N1CCC(c2nc3c(nnn3Cc3c(F)cccc3Cl)c(=O)[nH]2)CC1
- Total charge: 0
- Spin multiplicity: 1

```
53
Properties=species:S:1:pos:R:3:nbo_charge:R:1
O 4.43 0.37 -1.78 -0.6318
C 4.05 0.36 -0.63 0.6956
C 4.10 1.60 0.24 -0.3109
C 4.61 2.87 -0.47 -0.3950
C 3.36 3.63 -0.02 -0.3997
C 2.74 2.31 0.47 -0.3960
N 3.56 -0.77 -0.05 -0.4449
C 2.97 -0.89 1.26 -0.2090
C 1.47 -1.15 1.14 -0.4046
C 1.21 -2.40 0.29 -0.2603
C -0.27 -2.57 0.09 0.5151
N -0.94 -1.59 -0.41 -0.5297
C -2.27 -1.83 -0.52 0.3261
C -2.95 -3.01 -0.19 -0.0860
N -4.26 -2.80 -0.46 -0.1823
N -4.41 -1.63 -0.91 -0.0367
N -3.23 -1.00 -0.97 -0.1829
C -3.09 0.37 -1.41 -0.2429
C -3.87 1.29 -0.50 -0.1424
C -5.00 1.95 -0.96 0.4314
F -5.36 1.81 -2.24 -0.3168
C -5.76 2.77 -0.15 -0.2797
C -5.39 2.94 1.17 -0.1700
C -4.26 2.30 1.67 -0.2441
C -3.52 1.48 0.83 0.0040
Cl -2.11 0.70 1.47 0.0180
C -2.20 -4.12 0.34 0.6357
O -2.55 -5.22 0.69 -0.5679
N -0.83 -3.76 0.44 -0.5965
C 1.91 -2.24 -1.07 -0.3999
C 3.39 -1.95 -0.86 -0.2257
H 4.64 1.39 1.17 0.2180
H 5.56 3.26 -0.11 0.2052
H 4.67 2.71 -1.54 0.2364
H 2.81 4.13 -0.81 0.2061
H 3.55 4.34 0.78 0.2013
H 1.96 1.93 -0.19 0.2073
H 2.37 2.31 1.49 0.2052
H 3.45 -1.74 1.77 0.1892
H 3.14 0.01 1.84 0.2218
H 0.98 -0.30 0.66 0.2290
H 1.04 -1.27 2.13 0.2148
H 1.61 -3.28 0.80 0.2013
H -2.02 0.60 -1.38 0.2516
H -3.47 0.45 -2.43 0.2445
H -6.63 3.26 -0.56 0.2359
H -5.97 3.57 1.82 0.2247
H -3.96 2.43 2.69 0.2313
H -0.24 -4.49 0.81 0.4231
H 1.44 -1.41 -1.61 0.2260
H 1.78 -3.15 -1.66 0.2161
H 3.88 -2.80 -0.36 0.1841
H 3.88 -1.77 -1.82 0.2571
```



Entry 6:
This record from OMol25 describes the molecule C4H7NO in a non-equilibrium geometry. The level of theory is wB97M-V/def2-TZVPD.

- E_tot: -7798.13671 eV
- ΔE to the lowest compared entry with this formula, charge and spin: 34.8 kcal/mol
- E_HOMO: -10.79 eV
- Structure (SMILES): CCOCC#N
- Total charge: 0
- Spin multiplicity: 1

```
13
Properties=species:S:1:pos:R:3:nbo_charge:R:1
C -1.76 -0.89 0.50 -0.6217
C -0.51 -0.40 -0.19 -0.0725
O 0.09 0.61 0.61 -0.5126
C 1.17 1.25 -0.01 -0.1589
C 2.25 0.32 -0.42 0.2415
N 3.07 -0.40 -0.80 -0.3071
H -2.49 -0.07 0.61 0.2134
H -2.22 -1.69 -0.07 0.2167
H -1.52 -1.26 1.50 0.2180
H -0.74 0.00 -1.19 0.1643
H 0.21 -1.23 -0.33 0.1796
H 1.57 1.97 0.71 0.2344
H 0.87 1.79 -0.92 0.2049
```



Entry 7:
This record from OMol25 describes a cluster of 4 separate species, CH11N2O3 in total in a non-equilibrium geometry. The level of theory is wB97M-V/def2-TZVPD.

- E_tot: -10331.87934 eV
- ΔE to the lowest compared entry with this formula, charge and spin: 33.7 kcal/mol
- E_HOMO: -14.86 eV
- Total charge: +1
- Spin multiplicity: 1

```
17
Properties=species:S:1:pos:R:3:nbo_charge:R:1
N 0.90 -0.01 -1.66 -0.7917
C -0.30 0.49 -1.93 0.4301
N -1.16 0.93 -1.04 -0.6977
H 1.06 -0.86 -1.11 0.4640
H 1.63 0.23 -2.32 0.4211
H -0.60 0.59 -2.97 0.2095
H -1.77 1.67 -1.34 0.4311
H -1.27 0.46 -0.13 0.4684
H 1.97 -2.10 0.94 0.4926
H 2.51 -2.71 -0.30 0.4962
O 1.94 -1.97 -0.01 -0.9593
H -2.86 -0.71 1.56 0.4989
H -1.72 0.20 2.10 0.5064
O -2.11 -0.19 1.32 -0.9732
H 0.68 0.67 2.77 0.4860
H 0.84 2.02 1.95 0.4929
O 0.26 1.30 2.18 -0.9754
```



Entry 8:
This record from OMol25 describes the molecule C3HCl2FS2 in a non-equilibrium geometry. The level of theory is wB97M-V/def2-TZVPD.

- E_tot: -52558.09665 eV
- ΔE to the lowest compared entry with this formula, charge and spin: 9.5 kcal/mol
- E_HOMO: -8.96 eV
- Structure (SMILES): F/C(Cl)=C(/Cl)C(=S)S
- Total charge: 0
- Spin multiplicity: 1

```
9
Properties=species:S:1:pos:R:3:nbo_charge:R:1
F -1.45 1.24 -0.97 -0.2875
C -0.32 1.24 -0.27 0.4421
Cl 0.47 2.84 -0.36 0.0421
C 0.14 0.13 0.35 -0.2246
Cl 1.56 0.45 1.39 0.0447
C -0.35 -1.19 0.09 -0.3177
S 0.23 -2.51 0.87 0.0560
S -1.30 -1.56 -1.40 0.0655
H -1.11 -2.98 -1.41 0.1794
```



Entry 9:
This record from OMol25 describes the ion C5H4N5O with charge -1 in a non-equilibrium geometry. The level of theory is wB97M-V/def2-TZVPD.

- E_tot: -14744.01870 eV
- E_HOMO (alpha / beta): -2.04 / -5.86 eV
- Total charge: -1
- Spin multiplicity: 3

```
15
Properties=species:S:1:pos:R:3:nbo_charge:R:1
C -1.04 -0.79 -1.13 -0.1804
C 0.22 -1.47 0.95 -0.3984
C -0.68 0.59 -1.14 0.1530
C 0.85 -0.42 1.32 0.2803
C -0.64 -1.80 -0.31 0.4120
N 0.32 2.44 -0.74 -0.1529
N -1.34 1.55 -1.81 -0.3253
N -0.68 2.67 -1.53 -0.1481
N 0.37 1.13 -0.49 -0.3444
N 1.57 0.49 1.95 -0.8561
O -0.92 -3.01 -0.41 -0.5897
H -1.80 -1.05 -1.87 0.2079
H 0.25 -2.37 1.56 0.1658
H 1.06 1.35 2.15 0.3872
H 2.46 0.68 1.51 0.3891
```



Entry 10:
This record from OMol25 describes the molecule C4H5N. The level of theory is wB97M-V/def2-TZVPD.

- E_tot: -5715.21563 eV
- ΔE to the lowest compared entry with this formula, charge and spin: 83.7 kcal/mol
- E_HOMO: -8.51 eV
- Total charge: 0
- Spin multiplicity: 1

```
10
Properties=species:S:1:pos:R:3:nbo_charge:R:1
N 0.52 1.00 0.03 -0.6406
C 1.45 -0.27 0.11 -0.1451
C 0.49 -1.20 0.40 -0.4352
C -0.87 -0.71 0.34 -0.1926
C -0.86 0.62 0.11 -0.1412
H 0.80 1.74 -0.61 0.4281
H 1.06 1.12 0.93 0.4556
H 0.75 -2.22 0.64 0.2250
H -1.76 -1.31 0.48 0.2258
H -1.67 1.34 0.01 0.2202
```